Computed, not measured: a structure of composition C32H53CaN6O2PSSi, with ωB97M-V/def2-TZVPD.

The geometry in ORCA input format:
```
! RIJCOSX wB97M-V def2-TZVPD def2/J DEFGRID3
* xyz 0 1
Ca -0.375 0.488 0.573
C -2.008 3.559 0.344
Si -3.096 2.541 1.487
C -4.862 2.793 0.900
C -2.946 3.278 3.205
N -2.516 0.928 1.389
C -3.092 -0.145 2.019
C -4.227 -0.081 2.857
C -4.766 -1.188 3.485
C -4.199 -2.446 3.328
C -3.077 -2.563 2.522
C -2.565 -1.449 1.893
O -1.406 -1.587 1.102
C -1.323 -2.708 0.306
C -2.368 -3.043 -0.540
C -2.244 -4.170 -1.337
C -1.087 -4.940 -1.293
C -0.047 -4.571 -0.453
C -0.159 -3.448 0.358
H -2.333 4.598 0.334
H -2.069 3.193 -0.682
H -0.963 3.544 0.652
H -5.094 3.860 0.899
H -5.613 2.295 1.508
H -4.974 2.427 -0.120
H -3.278 4.317 3.219
H -1.907 3.263 3.510
H -3.526 2.735 3.949
H -4.694 0.879 3.012
H -5.641 -1.062 4.109
H -4.607 -3.312 3.825
H -2.590 -3.520 2.388
H -3.266 -2.439 -0.553
H -3.058 -4.445 -1.994
H -1.003 -5.827 -1.905
H 0.855 -5.164 -0.411
H 0.630 -3.156 1.037
O 0.038 -0.388 -1.439
P 1.224 -0.182 -2.349
N 1.143 1.163 -3.296
C 1.425 2.489 -2.686
C 0.328 3.415 -3.217
C -0.802 2.461 -3.574
C -0.048 1.277 -4.153
N 1.333 -1.509 -3.313
C 2.134 -1.530 -4.542
C 1.292 -2.320 -5.567
C -0.072 -2.500 -4.903
C 0.276 -2.518 -3.422
N 2.580 0.065 -1.462
C 2.823 -0.895 -0.359
C 4.338 -0.882 -0.184
C 4.842 -0.615 -1.595
C 3.865 0.447 -2.078
H 2.421 2.829 -2.971
H 1.392 2.417 -1.595
H 0.671 3.934 -4.116
H 0.042 4.167 -2.483
H -1.529 2.885 -4.265
H -1.335 2.141 -2.675
H 0.259 1.468 -5.187
H -0.626 0.352 -4.134
H 3.095 -2.021 -4.367
H 2.333 -0.508 -4.870
H 1.749 -3.292 -5.756
H 1.231 -1.800 -6.521
H -0.580 -3.407 -5.227
H -0.724 -1.653 -5.122
H 0.677 -3.496 -3.137
H -0.541 -2.288 -2.744
H 2.472 -1.894 -0.642
H 2.310 -0.580 0.550
H 4.705 -1.809 0.252
H 4.623 -0.060 0.476
H 4.747 -1.517 -2.204
H 5.878 -0.279 -1.636
H 3.782 0.506 -3.164
H 4.156 1.435 -1.710
C 1.340 2.038 1.404
H 2.365 1.732 1.155
H 1.332 2.150 2.489
H 1.262 3.068 1.026
C 3.611 0.284 4.450
N 2.214 0.576 4.579
C 1.743 1.691 5.373
C 0.224 1.673 5.123
N 0.041 0.388 4.470
C 1.215 -0.141 4.065
S 1.359 -1.509 3.098
H 4.134 1.156 4.048
H 3.727 -0.555 3.764
H 4.042 0.024 5.420
H 2.208 2.619 5.025
H 1.996 1.546 6.428
H -0.078 2.486 4.468
H -0.348 1.730 6.051
H -0.823 0.101 4.026
*
```

Its relative energy (zero: lowest compared OMol25 entry of this formula, charge and spin) is 0.239 eV. The calculation puts the calculated total energy at -3437.0306 a.u. The LUMO energy is 0.595 eV.


Computed, not measured: the ion C4H11FN3 with charge +1 at a distorted geometry, with ωB97M-V/def2-TZVPD.

The geometry in ORCA input format:
```
! RIJCOSX wB97M-V def2-TZVPD def2/J DEFGRID3
* xyz 1 1
C 1.634 -0.546 0.099
C -0.645 -1.970 -0.399
C -0.617 0.629 -0.256
C 0.093 -0.554 0.275
N 2.099 0.448 -0.510
N -1.927 0.441 0.127
N 0.310 1.876 0.361
F -0.053 -0.581 1.612
H 2.158 -1.305 0.571
H -1.278 -1.837 -1.248
H 0.099 -2.773 -0.846
H -1.237 -2.458 0.318
H -0.450 0.936 -1.271
H 3.094 0.514 -0.637
H -2.123 -0.128 0.858
H -2.649 1.109 -0.241
H 1.225 1.713 -0.163
H 0.403 1.784 1.351
H -0.134 2.702 -0.001
*
```

The SMILES is [H]/N=C/[C@@](C)(F)[C@@H](N)[NH3+]. Its relative energy (zero: lowest compared OMol25 entry of this formula, charge and spin) is 2.162 eV. The calculation puts the calculated total energy at -422.8405 a.u. The LUMO energy is -3.213 eV.